{
  "formula": "C2H4OS3",
  "method": "wB97M-V/def2-TZVPD",
  "fmax_ev_per_a": 2.7,
  "homo_lumo_gap_ha": 0.3307,
  "energy_ev": -36690.55924,
  "molar_mass_g_mol": 140.254,
  "homo_ev": -8.69,
  "e_above_lowest_kj_mol": 144.9,
  "symbols": ["C", "C", "O", "S", "S", "S", "H", "H", "H", "H"],
  "positions_angstrom": [[-0.03, -1.40, -0.14], [0.17, 1.32, 0.44], [-2.10, 0.33, -0.74], [1.66, -0.91, -0.43], [1.37, 1.11, -0.89], [-1.17, -0.03, 0.35], [-0.29, -2.01, -0.92], [0.07, -2.06, 0.69], [0.75, 1.33, 1.41], [-0.42, 2.32, 0.23]]
}



{
  "formula": "C18H28BN10RuS",
  "method": "wB97M-V/def2-TZVPD",
  "total_charge": 3,
  "fmax_ev_per_a": 3.3,
  "homo_lumo_gap_ha": [0.2799, 0.1522],
  "energy_ev": -48088.32516,
  "molar_mass_g_mol": 528.441,
  "homo_ev": [-17.57, -17.50],
  "multiplicity": 5,
  "e_above_lowest_kj_mol": 0.0,
  "symbols": ["Ru", "C", "C", "C", "C", "C", "N", "N", "B", "N", "N", "C", "C", "C", "C", "C", "N", "N", "C", "C", "C", "C", "C", "H", "H", "H", "H", "H", "H", "H", "H", "H", "H", "H", "H", "H", "H", "H", "H", "H", "H", "H", "H", "H", "H", "C", "C", "N", "N", "C", "S", "N", "N", "H", "H", "H", "H", "H", "H"],
  "positions_angstrom": [[0.09, 0.14, -0.38], [-3.29, -0.10, -1.85], [-2.56, 1.18, -1.81], [-2.82, 2.39, -2.44], [-1.78, 3.27, -2.05], [-1.61, 4.67, -2.46], [-0.97, 2.59, -1.22], [-1.45, 1.33, -1.08], [0.18, 3.11, -0.30], [-0.12, 2.53, 1.10], [-0.22, 1.19, 1.34], [-0.49, 1.00, 2.63], [-0.66, -0.34, 3.24], [-0.57, 2.25, 3.25], [-0.33, 3.20, 2.25], [-0.31, 4.66, 2.37], [1.56, 2.52, -0.71], [1.86, 1.23, -0.42], [3.15, 1.00, -0.67], [3.75, -0.33, -0.44], [3.72, 2.19, -1.14], [2.67, 3.13, -1.16], [2.76, 4.53, -1.58], [-4.28, 0.04, -2.27], [-3.39, -0.51, -0.84], [-2.75, -0.83, -2.47], [-3.64, 2.61, -3.10], [-2.29, 4.91, -3.28], [-0.59, 4.88, -2.77], [-1.83, 5.34, -1.63], [0.21, 4.28, -0.28], [-0.53, -1.13, 2.49], [-1.65, -0.42, 3.70], [0.07, -0.48, 4.04], [-0.78, 2.44, 4.29], [-0.50, 4.97, 3.39], [-1.05, 5.12, 1.72], [0.66, 5.06, 2.06], [3.02, -0.98, 0.07], [4.63, -0.25, 0.18], [4.05, -0.78, -1.38], [4.73, 2.34, -1.43], [3.71, 4.72, -2.06], [2.68, 5.20, -0.71], [1.95, 4.81, -2.25], [0.08, -5.59, -1.50], [0.29, -4.32, -2.19], [0.61, -4.23, -3.45], [0.73, -2.95, -3.77], [0.50, -2.17, -2.71], [0.55, -0.48, -2.64], [0.21, -3.01, -1.67], [-0.10, -2.52, -0.40], [0.20, -6.38, -2.24], [-0.92, -5.68, -1.07], [0.81, -5.76, -0.71], [0.97, -2.67, -4.71], [0.52, -2.93, 0.31], [-1.07, -2.76, -0.14]]
}



{
  "formula": "C22H28N2O2",
  "method": "wB97M-V/def2-TZVPD",
  "fmax_ev_per_a": 18.6,
  "homo_lumo_gap_ha": 0.2897,
  "energy_ev": -30324.22823,
  "molar_mass_g_mol": 352.478,
  "homo_ev": -7.30,
  "e_above_lowest_kj_mol": 2079.5,
  "symbols": ["C", "C", "C", "C", "C", "C", "C", "O", "C", "H", "C", "O", "N", "C", "C", "C", "C", "C", "C", "N", "C", "C", "H", "C", "C", "H", "H", "H", "H", "H", "H", "H", "H", "H", "H", "H", "H", "H", "H", "C", "C", "H", "H", "H", "C", "H", "H", "H", "H", "H", "H", "H", "H", "H"],
  "positions_angstrom": [[-0.17, 0.93, -2.15], [1.00, 0.25, -1.93], [2.16, 0.53, -2.54], [3.45, -0.04, -2.36], [3.47, -1.01, -1.65], [2.44, -1.48, -0.86], [1.34, -0.75, -1.01], [-0.06, -1.23, -0.64], [-0.10, -2.29, 0.30], [-0.02, -3.17, -0.08], [-1.44, -2.42, 1.14], [-1.83, -3.30, 1.63], [-2.15, -0.87, 0.83], [-3.36, -0.69, 1.50], [-4.37, -1.52, 1.71], [-5.46, -1.02, 2.29], [-5.85, 0.48, 2.21], [-4.79, 1.26, 1.86], [-3.73, 0.68, 1.48], [-2.47, 1.60, 1.21], [-1.40, 1.72, 1.92], [-0.34, 2.67, 1.45], [0.03, 3.28, 2.14], [-1.33, 3.55, 0.59], [-2.96, 2.80, 0.55], [-3.40, 3.55, 1.58], [-3.49, 3.20, -0.17], [-1.26, 3.32, -0.58], [-1.30, 4.69, 0.75], [0.26, 2.32, 0.80], [-0.97, 0.66, 2.15], [-1.76, 2.12, 2.87], [-5.12, 2.23, 1.85], [-6.81, 0.79, 2.39], [-6.30, -1.69, 2.49], [-4.16, -2.75, 1.92], [-1.73, -0.37, 0.24], [0.76, -2.13, 1.43], [2.40, -2.45, -0.19], [4.95, -2.05, -1.15], [5.86, -0.90, -0.40], [6.35, -0.26, -1.05], [6.86, -1.54, -0.33], [5.52, -0.44, 0.33], [5.43, -2.62, -2.60], [5.51, -1.66, -3.18], [6.22, -2.99, -2.24], [4.55, -3.00, -2.92], [4.52, -2.84, -0.59], [4.54, 0.17, -2.83], [2.27, 1.39, -3.30], [-0.90, 0.18, -2.76], [-0.84, 1.19, -1.32], [-0.01, 1.88, -2.79]]
}



{
  "formula": "C5H14N2",
  "method": "wB97M-V/def2-TZVPD",
  "fmax_ev_per_a": 1.5,
  "homo_lumo_gap_ha": 0.3933,
  "smiles": "[H]/N=C\\C.C=N.CC",
  "energy_ev": -8390.48929,
  "molar_mass_g_mol": 102.181,
  "homo_ev": -9.80,
  "e_above_lowest_kj_mol": 205.5,
  "symbols": ["C", "C", "C", "N", "H", "H", "H", "H", "H", "H", "H", "H", "H", "C", "C", "N", "H", "H", "H", "H", "H"],
  "positions_angstrom": [[0.35, 1.08, -1.54], [1.77, -0.65, 1.48], [0.53, 2.19, -0.53], [2.19, -0.50, 0.31], [2.37, -1.36, -0.20], [-0.55, 1.23, -2.13], [1.20, 1.02, -2.21], [1.74, -1.59, 2.04], [1.61, 0.25, 2.07], [-0.43, -0.71, 1.44], [1.47, 2.05, 0.00], [0.54, 3.16, -1.02], [-0.28, 2.17, 0.20], [-1.58, -1.91, -0.03], [-1.32, -0.66, 0.75], [-2.03, 0.37, 0.84], [-2.81, 0.41, 0.18], [0.16, 0.12, -0.98], [-1.93, -2.70, 0.64], [-0.66, -2.26, -0.48], [-2.32, -1.74, -0.82]]
}



{
  "formula": "C5H7N",
  "method": "wB97M-V/def2-TZVPD",
  "fmax_ev_per_a": 4.6,
  "homo_lumo_gap_ha": 0.2920,
  "energy_ev": -6782.72213,
  "molar_mass_g_mol": 81.118,
  "homo_ev": -9.74,
  "e_above_lowest_kj_mol": 558.7,
  "symbols": ["C", "C", "C", "C", "C", "N", "H", "H", "H", "H", "H", "H", "H"],
  "positions_angstrom": [[-2.47, -0.09, -0.10], [0.66, 1.04, -0.82], [0.73, 1.06, 0.76], [0.21, -0.11, -0.01], [0.30, -1.57, 0.05], [-3.62, -0.10, -0.21], [1.53, 0.95, -1.31], [-0.15, 1.56, -1.23], [1.69, 0.88, 1.19], [0.14, 1.76, 1.25], [1.43, -1.84, -0.17], [-0.55, -1.84, -0.57], [0.09, -1.71, 1.16]]
}



{
  "formula": "C32H71N2O16PS2",
  "method": "wB97M-V/def2-TZVPD",
  "fmax_ev_per_a": 1.5,
  "homo_lumo_gap_ha": 0.2916,
  "smiles": "COCN(C[C@H](COO)OCCCCSC(=S)N1CCOCC1)P(O)O.COCCOCCOC.COCCOCCOC.COCCOCCOC",
  "energy_ev": -101025.24709,
  "molar_mass_g_mol": 835.026,
  "homo_ev": -8.37,
  "symbols": ["C", "O", "C", "N", "C", "C", "C", "O", "O", "O", "C", "C", "C", "C", "S", "C", "S", "N", "C", "C", "O", "C", "C", "P", "O", "O", "H", "H", "H", "H", "H", "H", "H", "H", "H", "H", "H", "H", "H", "H", "H", "H", "H", "H", "H", "H", "H", "H", "H", "H", "H", "H", "H", "H", "H", "C", "O", "C", "C", "O", "C", "C", "O", "C", "H", "H", "H", "H", "H", "H", "H", "H", "H", "H", "H", "H", "H", "H", "C", "O", "C", "C", "O", "C", "C", "O", "C", "H", "H", "H", "H", "H", "H", "H", "H", "H", "H", "H", "H", "H", "H", "C", "O", "C", "C", "O", "C", "C", "O", "C", "H", "H", "H", "H", "H", "H", "H", "H", "H", "H", "H", "H", "H", "H"],
  "positions_angstrom": [[3.95, -0.82, 1.73], [4.30, 0.47, 1.25], [3.58, 1.51, 1.87], [2.13, 1.36, 1.64], [1.77, 2.04, 0.39], [0.74, 1.30, -0.46], [0.28, 2.27, -1.54], [-0.33, 1.60, -2.64], [-1.54, 2.27, -3.01], [-0.31, 0.84, 0.35], [-1.24, -0.02, -0.28], [-1.75, -1.10, 0.67], [-3.28, -1.26, 0.57], [-4.09, -0.50, 1.61], [-3.34, 1.08, 2.12], [-4.81, 1.98, 2.62], [-5.31, 1.87, 4.15], [-5.51, 2.80, 1.71], [-4.68, 3.42, 0.68], [-4.49, 2.58, -0.60], [-5.18, 1.34, -0.56], [-6.53, 1.50, -0.20], [-6.74, 2.23, 1.15], [1.31, 2.12, 2.98], [-0.16, 1.45, 2.94], [1.88, 1.17, 4.18], [3.18, -1.26, 1.09], [4.85, -1.43, 1.72], [3.57, -0.79, 2.75], [3.80, 1.51, 2.94], [3.96, 2.44, 1.46], [1.35, 3.03, 0.61], [2.66, 2.15, -0.23], [1.26, 0.47, -0.97], [-0.37, 3.04, -1.12], [1.17, 2.79, -1.92], [-2.13, 2.11, -2.26], [-0.79, -0.47, -1.16], [-2.09, 0.58, -0.63], [-1.34, -2.04, 0.31], [-1.42, -0.92, 1.69], [-3.53, -2.31, 0.70], [-3.60, -0.99, -0.43], [-5.08, -0.31, 1.20], [-4.23, -1.09, 2.51], [-5.15, 4.37, 0.41], [-3.71, 3.68, 1.09], [-3.44, 2.33, -0.73], [-4.81, 3.14, -1.48], [-7.10, 2.00, -0.99], [-6.95, 0.49, -0.12], [-7.45, 3.04, 1.00], [-7.16, 1.55, 1.89], [-0.71, 1.80, 2.22], [1.28, 1.33, 4.92], [-5.71, -8.60, 1.29], [-5.73, -7.87, 0.09], [-6.86, -8.18, -0.72], [-7.19, -7.04, -1.65], [-7.86, -5.95, -1.03], [-7.09, -5.09, -0.20], [-6.18, -4.15, -0.94], [-5.02, -4.82, -1.40], [-4.49, -4.26, -2.58], [-5.59, -9.68, 1.10], [-4.85, -8.25, 1.87], [-6.62, -8.43, 1.87], [-7.73, -8.39, -0.09], [-6.63, -9.07, -1.32], [-7.90, -7.42, -2.39], [-6.30, -6.71, -2.19], [-6.54, -5.66, 0.55], [-7.83, -4.48, 0.33], [-5.87, -3.35, -0.26], [-6.73, -3.71, -1.78], [-5.24, -4.27, -3.38], [-3.64, -4.87, -2.89], [-4.16, -3.23, -2.41], [4.52, 0.11, 5.51], [5.78, -0.07, 6.11], [6.58, -1.01, 5.42], [8.05, -0.76, 5.68], [8.60, 0.33, 4.96], [8.26, 1.64, 5.39], [8.96, 2.07, 6.66], [8.37, 1.49, 7.80], [9.28, 1.32, 8.87], [3.92, -0.81, 5.54], [3.99, 0.89, 6.06], [4.62, 0.43, 4.47], [6.40, -0.94, 4.34], [6.32, -2.02, 5.76], [8.59, -1.64, 5.32], [8.24, -0.68, 6.75], [7.18, 1.76, 5.49], [8.61, 2.29, 4.59], [8.89, 3.17, 6.74], [10.02, 1.80, 6.59], [10.13, 0.70, 8.57], [8.75, 0.83, 9.68], [9.66, 2.29, 9.23], [-0.86, 2.57, -6.59], [0.45, 3.10, -6.64], [1.20, 2.79, -5.48], [2.68, 2.82, -5.77], [3.16, 1.67, -6.46], [2.86, 1.55, -7.84], [3.66, 2.47, -8.74], [3.17, 3.80, -8.69], [4.16, 4.76, -8.95], [-1.44, 3.01, -5.77], [-1.34, 2.80, -7.54], [-0.84, 1.48, -6.46], [0.92, 1.80, -5.10], [0.97, 3.53, -4.71], [3.20, 2.80, -4.81], [2.96, 3.74, -6.29], [1.79, 1.67, -8.02], [3.13, 0.53, -8.10], [3.58, 2.11, -9.77], [4.71, 2.44, -8.43], [4.99, 4.68, -8.23], [3.70, 5.74, -8.84], [4.56, 4.66, -9.96]]
}



{
  "formula": "C24H44BN3O2",
  "method": "wB97M-V/def2-TZVPD",
  "fmax_ev_per_a": 5.9,
  "homo_lumo_gap_ha": [0.3275, 0.3160],
  "energy_ev": -34835.45587,
  "molar_mass_g_mol": 417.447,
  "homo_ev": [-8.75, -8.83],
  "multiplicity": 3,
  "symbols": ["C", "B", "C", "C", "C", "C", "N", "C", "H", "H", "H", "H", "H", "H", "H", "H", "C", "C", "C", "C", "C", "C", "N", "O", "C", "C", "C", "H", "H", "H", "H", "H", "H", "H", "H", "H", "H", "H", "H", "H", "H", "H", "H", "H", "H", "C", "C", "C", "C", "C", "C", "N", "O", "C", "C", "C", "H", "H", "H", "H", "H", "H", "H", "H", "H", "H", "H", "H", "H", "H", "H", "H", "H", "H"],
  "positions_angstrom": [[-1.50, -6.09, -2.19], [-2.62, -6.29, -3.38], [-4.16, -5.96, -2.99], [-5.17, -7.12, -2.62], [-6.57, -6.56, -2.22], [-6.96, -5.07, -2.20], [-6.04, -4.07, -2.58], [-4.75, -4.54, -2.94], [-0.74, -5.27, -2.46], [-1.98, -5.79, -1.20], [-0.90, -7.06, -2.00], [-2.26, -6.70, -4.43], [-4.89, -8.22, -2.63], [-7.37, -7.32, -1.90], [-8.01, -4.76, -1.86], [-4.01, -3.71, -3.25], [-0.04, -0.50, 0.77], [0.14, -1.60, -0.31], [0.53, -2.96, 0.32], [2.00, -3.13, 0.68], [2.89, -2.73, -0.50], [2.58, -1.31, -0.99], [1.13, -1.12, -1.32], [0.89, -1.78, -2.49], [3.03, -0.31, 0.10], [3.50, -0.97, -2.19], [-1.30, -1.79, -0.88], [0.70, 0.30, 0.72], [-1.00, 0.03, 0.66], [-0.01, -0.91, 1.78], [0.27, -3.77, -0.37], [-0.07, -3.14, 1.22], [2.25, -2.55, 1.57], [2.19, -4.18, 0.94], [3.94, -2.81, -0.20], [2.75, -3.45, -1.31], [2.81, 0.72, -0.19], [4.12, -0.37, 0.26], [2.59, -0.49, 1.08], [3.39, -1.68, -3.01], [4.55, -1.00, -1.89], [3.29, 0.03, -2.58], [-1.64, -0.90, -1.41], [-2.01, -1.98, -0.07], [-1.37, -2.65, -1.56], [-0.51, 5.30, 0.15], [-0.25, 4.38, 1.38], [-0.62, 5.09, 2.71], [0.43, 6.04, 3.26], [1.80, 5.38, 3.29], [2.20, 4.83, 1.90], [1.17, 3.91, 1.33], [1.25, 2.73, 2.03], [2.45, 6.04, 0.96], [3.59, 4.16, 2.00], [-1.30, 3.25, 1.20], [0.40, 5.59, -0.38], [-1.10, 4.80, -0.62], [-1.03, 6.21, 0.43], [-0.81, 4.33, 3.48], [-1.56, 5.63, 2.59], [0.45, 6.97, 2.68], [0.15, 6.33, 4.28], [2.55, 6.10, 3.64], [1.80, 4.57, 4.03], [2.72, 5.70, -0.04], [3.29, 6.65, 1.33], [1.61, 6.72, 0.88], [3.62, 3.35, 2.74], [4.36, 4.88, 2.31], [3.90, 3.74, 1.04], [-1.08, 2.63, 0.32], [-2.30, 3.67, 1.07], [-1.35, 2.58, 2.07]]
}



{
  "formula": "C2H5N3S3",
  "method": "wB97M-V/def2-TZVPD",
  "fmax_ev_per_a": 3.6,
  "homo_lumo_gap_ha": [0.2545, 0.2631],
  "energy_ev": -39126.14549,
  "molar_mass_g_mol": 167.284,
  "homo_ev": [-7.87, -8.13],
  "e_above_lowest_kj_mol": 483.9,
  "symbols": ["C", "C", "N", "N", "N", "S", "S", "S", "H", "H", "H", "H", "H"],
  "positions_angstrom": [[-0.22, -0.02, -0.36], [0.54, 1.21, 0.10], [0.70, -1.09, -0.25], [1.95, 0.78, 0.16], [1.94, -0.54, -0.21], [3.20, 1.69, 0.58], [3.19, -1.45, -0.64], [0.32, -2.41, 0.87], [-1.05, -0.05, 0.35], [-0.65, 0.40, -1.36], [0.39, 2.16, -0.59], [0.26, 1.57, 1.15], [1.30, -3.12, 0.42]]
}